The following is a DFT calculation (ωB97M-V with the def2-TZVPD basis set) of a structure of composition C34H37N7O2PdSSi.

Results
⟨S²⟩   2.007
LUMO energy (alpha / beta)   -0.1 / -0.7 eV
Relative energy (zero: lowest compared OMol25 entry of this formula, charge and spin)   0.0000 eV
Frontier orbital gap (alpha / beta)   7.18 / 7.14 eV
2S+1   3
HOMO energy (alpha / beta)   -0.2686 / -0.2896 hartree

```
83
Properties=species:S:1:pos:R:3:mulliken_spin:R:1
Pd 0.1473 -0.0889 -2.0356 1.36
N 2.8762 2.9688 -3.6282 0.01
C 1.8604 2.2002 -3.1524 -0.02
S 2.0230 0.4861 -3.4063 0.21
N 0.8710 2.8586 -2.6014 0.01
N -0.1243 2.0508 -2.1626 0.11
C -1.2489 2.5611 -1.8148 0.03
C -1.5420 4.0128 -1.8251 0.01
C -0.7757 4.8829 -1.0547 0.00
C -1.0694 6.2366 -1.0410 0.00
C -2.1176 6.7313 -1.8048 0.00
C -2.8781 5.8685 -2.5800 0.00
C -2.5951 4.5109 -2.5847 0.00
C -2.2779 1.6053 -1.3370 -0.03
C -3.3843 2.0425 -0.6124 0.00
C -4.2683 1.1042 -0.1092 0.00
C -4.0205 -0.2405 -0.3279 0.00
C -2.8956 -0.5929 -1.0555 -0.02
N -2.0589 0.3002 -1.5711 0.08
H 3.7478 2.5147 -3.8336 0.00
H 2.8964 3.9292 -3.3261 0.00
H 0.0490 4.4910 -0.4744 0.00
H -0.4751 6.9086 -0.4359 0.00
H -2.3412 7.7901 -1.7956 0.00
H -3.6930 6.2508 -3.1804 0.00
H -3.1927 3.8342 -3.1839 0.00
H -3.5236 3.0965 -0.4238 0.00
H -5.1276 1.4221 0.4662 0.00
H -4.6674 -1.0088 0.0705 0.00
H -2.6359 -1.6315 -1.2174 0.00
C 1.9749 2.0211 1.0437 0.01
C 2.3774 0.6072 1.4901 -0.01
C 3.4526 0.0847 0.5335 0.00
C 2.9462 0.7070 2.9089 0.00
Si 0.8024 -0.4499 1.3944 0.01
O -0.0212 -0.2835 0.0339 0.17
C 1.1032 -2.2878 1.7703 -0.01
C 2.1788 -2.8437 2.4614 0.00
C 2.2344 -4.2016 2.7555 0.00
C 1.2131 -5.0454 2.3462 0.00
C 0.1387 -4.5205 1.6379 0.00
C 0.0877 -3.1615 1.3649 0.00
C -0.3771 0.1182 2.7637 0.00
C -0.2414 -0.2481 4.1033 0.00
C -1.1279 0.1996 5.0719 0.00
C -2.1828 1.0299 4.7169 0.00
C -2.3424 1.4025 3.3899 0.00
C -1.4481 0.9477 2.4313 0.00
H 2.8436 2.6879 1.0955 0.00
H 1.1945 2.4393 1.6864 0.00
H 1.6082 2.0267 0.0152 -0.01
H 4.3179 0.7587 0.5475 0.00
H 3.0886 0.0179 -0.4929 -0.01
H 3.8005 -0.9120 0.8115 0.00
H 3.8578 1.3152 2.8964 0.00
H 3.2105 -0.2633 3.3361 0.00
H 2.2389 1.1852 3.5900 0.00
H 2.9985 -2.2133 2.7861 0.00
H 3.0795 -4.5997 3.3045 0.00
H 1.2499 -6.1021 2.5815 0.00
H -0.6684 -5.1692 1.3169 0.00
H -0.7601 -2.7574 0.8201 0.00
H 0.5685 -0.9080 4.4000 0.00
H -1.0004 -0.1019 6.1044 0.00
H -2.8770 1.3805 5.4705 0.00
H -3.1648 2.0484 3.1036 0.00
H -1.5763 1.2301 1.3930 0.00
C 2.4093 -4.9961 -0.9378 0.00
N 1.2959 -4.3677 -1.6363 0.00
C 0.3435 -5.0944 -2.2488 0.00
C -0.6763 -4.5136 -2.9221 0.00
C -0.7046 -3.0874 -2.9133 0.00
N 0.2050 -2.3696 -2.2892 0.09
C 1.2969 -2.9622 -1.6982 -0.02
O 2.2334 -2.3389 -1.2559 0.00
N -1.7047 -2.4344 -3.5403 0.00
H 2.1139 -6.0011 -0.6450 0.00
H 2.6367 -4.4097 -0.0526 0.00
H 3.2911 -5.0324 -1.5781 0.00
H 0.4455 -6.1687 -2.1716 0.00
H -1.4366 -5.0975 -3.4148 0.00
H -2.3966 -2.9341 -4.0658 0.00
H -1.6886 -1.4268 -3.5750 0.00
```

The following is a DFT calculation (ωB97M-V with the def2-TZVPD basis set) of a structure of composition C34H38AsOP2S2V.

Results
Net charge   +2
LUMO energy (alpha / beta)   -6.4 / -7.2 eV
Frontier orbital gap (alpha / beta)   7.34 / 6.58 eV
HOMO energy (alpha / beta)   -0.5063 / -0.5055 hartree

```
79
Properties=species:S:1:pos:R:3:mulliken_charge:R:1
V 0.1594 0.4855 0.2402 -0.46
S 3.3348 -0.0647 1.6825 -0.44
P 1.9092 -1.3926 2.0011 1.92
C 0.3300 -0.5518 1.6997 0.01
P -0.4453 0.6030 2.8096 1.71
S -0.4403 2.2535 1.5093 -0.49
C 0.5261 1.0009 4.2486 0.75
C 1.6076 1.8757 4.1738 -0.31
C 2.3463 2.1406 5.3126 -0.90
C 2.0032 1.5432 6.5178 -0.49
C 0.9309 0.6644 6.5895 -0.85
C 0.1898 0.3826 5.4557 -0.55
C -2.0873 0.1124 3.2571 0.48
C -2.6478 -1.0308 2.6915 -0.31
C -3.9468 -1.3863 3.0183 -0.90
C -4.6816 -0.5957 3.8898 -0.53
C -4.1261 0.5544 4.4425 -0.76
C -2.8290 0.9122 4.1304 -0.30
C 1.9155 -2.8256 0.9243 0.37
C 0.9309 -3.0855 -0.0224 -0.13
C 1.0383 -4.1985 -0.8446 -0.76
C 2.1282 -5.0478 -0.7243 -0.56
C 3.1132 -4.7914 0.2238 -0.71
C 3.0091 -3.6853 1.0479 -0.78
C 1.8665 -2.0122 3.6854 0.48
C 2.8428 -1.6427 4.6030 -0.58
C 2.8032 -2.1636 5.8886 -0.72
C 1.7872 -3.0310 6.2575 -0.50
C 0.8041 -3.3935 5.3414 -0.74
C 0.8485 -2.8935 4.0531 -0.50
H 1.8702 2.3471 3.2361 0.32
H 3.1852 2.8200 5.2606 0.46
H 2.5732 1.7677 7.4091 0.45
H 0.6694 0.1981 7.5291 0.46
H -0.6367 -0.3133 5.5152 0.47
H -2.0799 -1.6367 1.9944 0.39
H -4.3852 -2.2753 2.5873 0.48
H -5.6959 -0.8740 4.1414 0.43
H -4.7066 1.1684 5.1163 0.45
H -2.3989 1.8056 4.5687 0.49
H 0.0654 -2.4393 -0.1191 0.30
H 0.2641 -4.4075 -1.5704 0.49
H 2.2071 -5.9198 -1.3592 0.44
H 3.9578 -5.4586 0.3251 0.46
H 3.7792 -3.4972 1.7876 0.42
H 3.6242 -0.9533 4.3094 0.44
H 3.5693 -1.8905 6.6018 0.48
H 1.7604 -3.4367 7.2599 0.44
H 0.0166 -4.0766 5.6290 0.48
H 0.0988 -3.2050 3.3325 0.32
C -2.8737 2.6381 -2.7996 -1.47
C -3.1860 1.1728 -2.4677 1.81
C -3.1170 0.3135 -3.7390 -1.47
C -4.5770 1.0593 -1.8265 -1.60
C -2.2021 0.6663 -1.5093 1.20
C -1.4956 0.1462 -0.6556 -1.61
H -3.6074 3.0029 -3.5179 0.43
H -1.8840 2.7429 -3.2480 0.29
H -2.9239 3.2678 -1.9114 0.35
H -3.8467 0.6842 -4.4592 0.40
H -3.3451 -0.7295 -3.5239 0.39
H -2.1297 0.3666 -4.1990 0.30
H -5.3194 1.4595 -2.5173 0.41
H -4.6296 1.6264 -0.8976 0.36
H -4.8271 0.0204 -1.6153 0.40
C 3.3424 2.1390 -1.4756 -1.02
As 2.6601 0.4685 -2.0742 0.70
C 1.8453 0.5841 -3.7894 -1.03
C 3.9133 -0.9501 -1.9452 -0.89
O 1.3529 0.0434 -0.9972 -0.46
H 4.0468 2.5216 -2.2157 0.47
H 3.8372 1.9942 -0.5164 0.29
H 2.5153 2.8421 -1.3727 0.38
H 2.6110 0.8500 -4.5198 0.47
H 1.0699 1.3479 -3.7696 0.31
H 1.4124 -0.3829 -4.0410 0.37
H 4.7798 -0.6973 -2.5580 0.49
H 3.4492 -1.8643 -2.3145 0.34
H 4.1921 -1.0587 -0.8976 0.24
```

The following is a DFT calculation (ωB97M-V with the def2-TZVPD basis set) of a structure of composition C34H38AuN4S2Si.

Results
Net charge   +1
LUMO energy   -3.2 eV
Relative energy (zero: lowest compared OMol25 entry of this formula, charge and spin)   0.0000 eV
Frontier orbital gap   6.37 eV
HOMO energy   -0.3533 hartree

```
80
Properties=species:S:1:pos:R:3:mulliken_charge:R:1
Au 1.7153 -0.7263 1.0306 0.84
C -0.0676 -1.6613 0.5894 -0.94
Si -1.5475 -0.5203 0.3342 -0.03
C -1.4099 1.0565 1.3699 -1.03
N -0.1947 1.8314 1.2573 0.67
C -0.0595 2.7295 0.1223 0.01
C 0.4756 4.0991 0.5526 -0.92
C -0.1844 4.5269 1.8583 -0.65
C 0.1709 3.5664 3.0038 -0.82
C 0.5575 2.1908 2.4410 -0.62
C -1.8679 -0.2066 -1.4917 1.28
C -2.4940 0.9673 -1.9170 -0.56
C -2.9648 1.1074 -3.2162 -0.87
C -2.8363 0.0606 -4.1178 -0.79
C -2.2226 -1.1182 -3.7161 -0.78
C -1.7357 -1.2417 -2.4216 -0.01
C -3.0696 -1.4656 0.9228 0.58
C -3.2952 -1.6432 2.2926 -0.41
C -4.3875 -2.3549 2.7644 -0.77
C -5.2906 -2.9080 1.8671 -0.56
C -5.0996 -2.7316 0.5058 -0.77
C -4.0046 -2.0140 0.0420 -0.18
H 0.1021 -2.3271 -0.2620 0.33
H -0.3142 -2.3113 1.4227 0.41
H -1.5584 0.7625 2.4152 0.72
H -2.2991 1.6746 1.1464 0.35
H -1.0501 2.8766 -0.3240 0.15
H 0.5786 2.3063 -0.6633 -0.37
H 0.2663 4.8255 -0.2344 0.51
H 1.5642 4.0679 0.6609 0.32
H -1.2681 4.5268 1.7058 0.25
H 0.0891 5.5511 2.1139 0.43
H -0.6824 3.4696 3.6787 0.29
H 0.9994 3.9579 3.6002 0.42
H 0.4250 1.4154 3.1963 0.43
H 1.6274 2.1911 2.1946 0.15
H -2.6422 1.7828 -1.2200 0.30
H -3.4561 2.0244 -3.5163 0.43
H -3.2302 0.1545 -5.1221 0.44
H -2.1486 -1.9496 -4.4078 0.48
H -1.2962 -2.1867 -2.1147 0.39
H -2.6233 -1.1954 3.0170 0.22
H -4.5412 -2.4710 3.8297 0.42
H -6.1459 -3.4633 2.2294 0.38
H -5.8082 -3.1479 -0.1988 0.42
H -3.8869 -1.8777 -1.0262 0.26
S 2.4275 -1.3718 5.3628 -0.24
C 1.0127 -2.2520 5.0164 -0.48
C 0.6639 -2.1927 3.6984 -0.79
C 1.5633 -1.4065 2.9344 -0.09
C 2.5766 -0.9070 3.7194 -0.34
C 3.6310 -0.0659 3.1828 1.64
C 4.7165 0.4057 3.9117 -0.88
C 5.6799 1.1637 3.2753 -0.42
C 5.5473 1.4345 1.9203 -0.89
C 4.4444 0.9390 1.2564 0.02
N 3.5041 0.2155 1.8692 -0.20
H 0.5028 -2.7814 5.8055 0.49
H -0.2079 -2.7048 3.3252 0.42
H 4.8017 0.1665 4.9628 0.38
H 6.5325 1.5335 3.8290 0.45
H 6.2782 2.0207 1.3835 0.44
H 4.2912 1.1321 0.2031 0.26
C 1.3397 -3.6829 -4.2364 -1.51
C 1.3013 -2.2052 -4.0537 0.88
C 0.8874 -1.3001 -4.9909 -0.96
C 0.8428 0.0564 -4.6401 1.03
N 1.2305 0.4905 -3.4406 -0.37
C 1.6826 -0.3837 -2.5619 -0.07
S 2.4058 0.1434 -1.0898 -0.35
N 1.6885 -1.7127 -2.8569 0.19
C 0.3649 1.0952 -5.5940 -1.31
H 1.1466 -3.9448 -5.2729 0.40
H 0.5777 -4.1547 -3.6118 0.34
H 2.3113 -4.0854 -3.9473 0.41
H 0.5693 -1.6340 -5.9670 0.43
H 2.0361 -2.3337 -2.1365 0.29
H -0.0240 0.6626 -6.5123 0.37
H 1.1920 1.7665 -5.8310 0.38
H -0.4064 1.6927 -5.1081 0.29
```